Formula: C23H13Cl5CoN5S2
Source: the Open Molecules 2025 dataset
Level of theory: ωB97M-V with the def2-TZVPD basis set

Computed properties:
Electronic energy = -5637.65164 Ha
Kohn-Sham gap (alpha / beta) = 0.2798 / 0.1303 Ha
Strongest force on any atom = 1.8 eV/A
HOMO (alpha / beta) = -13.5641 / -13.5447 eV
Total charge = +2
Multiplicity = 5

Each line ends with the Mulliken charge.
Positions of all 49 atoms, in Å:
Co  0.14580  0.60080  0.17290  -0.090
N  3.90220  -1.00540  -0.33890  -0.031
C  4.43220  0.16050  0.16510  0.608
C  5.71650  0.68160  0.16450  -1.028
C  5.88340  1.92280  0.75520  -0.566
C  4.81880  2.60240  1.35610  -0.737
C  3.53870  2.09040  1.35540  -0.679
C  3.33680  0.87090  0.70770  0.671
N  2.19130  0.15380  0.48040  -0.302
C  2.56900  -0.96040  -0.14480  0.146
C  1.57600  -1.91430  -0.56690  -0.102
C  1.71880  -3.21880  -0.96220  -0.194
S  0.19260  -3.90360  -1.30690  -0.060
C  -0.54700  -2.40710  -0.91650  -0.293
N  0.27790  -1.47150  -0.55240  0.362
H  4.42880  -1.75220  -0.76410  0.243
H  6.53990  0.15010  -0.28570  0.438
H  6.86090  2.37580  0.76320  0.438
H  5.00660  3.55390  1.82800  0.443
H  2.71950  2.58930  1.84860  0.522
H  2.62310  -3.78750  -1.04910  0.413
H  -1.60940  -2.25580  -0.97100  0.401
Cl  -2.02130  2.01070  -2.74110  -0.048
C  -2.67640  1.39440  -1.29270  1.108
C  -1.81050  0.92140  -0.29820  -0.999
C  -2.41740  0.45320  0.86590  1.170
Cl  -1.26560  -0.06720  2.06060  -0.195
C  -3.78680  0.39370  1.08620  -0.380
Cl  -4.43240  -0.24600  2.53410  -0.061
C  -4.63150  0.86580  0.05510  0.674
Cl  -6.32070  0.80600  0.25890  -0.056
C  -4.07310  1.37150  -1.13170  -0.133
Cl  -5.09630  1.92780  -2.38450  -0.112
N  -0.20630  3.72600  2.12560  -0.363
C  0.40540  3.74620  0.94540  0.170
N  0.58820  2.69560  0.18270  0.448
C  1.25490  3.02420  -0.97300  -0.232
C  1.54360  2.13460  -2.00240  0.023
C  2.22000  2.59600  -3.11050  -1.053
C  2.61850  3.93370  -3.20070  -0.679
C  2.32650  4.83870  -2.19580  -0.490
C  1.62990  4.37900  -1.08710  0.722
S  1.06650  5.25640  0.30790  -0.263
H  -0.55930  2.85740  2.49590  0.112
H  -0.31670  4.57280  2.65900  0.231
H  1.20250  1.10210  -1.91090  0.405
H  2.43030  1.92930  -3.93180  0.490
H  3.15200  4.26860  -4.07720  0.441
H  2.61960  5.87390  -2.27450  0.469